1.
Below is a cluster of 2 separate species, C5H13NO2 in total, with properties calculated with ωB97M-V/def2-TZVPD.

Geometry as XYZ:
```
21
Properties=species:S:1:pos:R:3:mulliken_charge:R:1
H -0.50792 -2.13739 0.73343 0.19
N -0.52759 -1.17254 1.04220 -0.81
C -1.34295 -0.42603 0.42352 1.01
C -2.26123 -0.80301 -0.70853 -1.20
O -1.47054 0.86113 0.74857 -0.36
C -0.76005 1.31568 1.88965 -0.60
H -2.07316 -1.82421 -1.03775 0.35
H -3.29828 -0.71449 -0.37665 0.36
H -2.12349 -0.11481 -1.53584 0.31
H -0.91951 0.63591 2.72880 0.30
H -1.15422 2.30449 2.11299 0.25
H 0.30991 1.37407 1.69176 0.25
C 1.65235 -0.25582 -1.70898 -0.85
C 2.02984 0.59765 -0.50556 -0.25
O 2.15877 -0.13144 0.68736 -0.59
H 1.54418 0.37460 -2.59333 0.31
H 2.43320 -1.00184 -1.89327 0.28
H 0.71130 -0.77407 -1.52878 0.14
H 1.28707 1.39887 -0.39732 0.17
H 3.00046 1.06028 -0.67154 0.38
H 1.31188 -0.56704 0.89926 0.36
```

Output
Gap between HOMO and LUMO = 0.3902 hartree
Max |F| = 0.5 eV/A
2S+1 = 1
Relative energy (zero: lowest compared OMol25 entry of this formula, charge and spin) = 126.9 kJ/mol

=====

2.
Below is a cluster of 2 separate species, C2H9OS in total, with properties calculated with ωB97M-V/def2-TZVPD.

Geometry as XYZ:
```
13
Properties=species:S:1:pos:R:3:mulliken_charge:R:1
O 1.39184 1.35581 1.53102 -0.66
H 1.32800 1.76212 2.40496 0.33
H 1.91502 0.55048 1.67340 0.34
H 0.45553 0.99724 0.05686 0.33
C -1.51250 -0.25062 0.39187 -0.82
S -0.50208 0.59480 -0.84988 0.21
C 0.40038 -0.74398 -1.63566 -0.79
H -2.19242 -0.88656 -0.14762 0.37
H -0.94235 -0.84643 1.09859 0.35
H -2.06949 0.56383 0.85460 0.34
H -0.29708 -1.54049 -1.87118 0.31
H 1.13505 -1.12936 -0.96323 0.34
H 0.89010 -0.42683 -2.54373 0.35
```

Output
Gap between HOMO and LUMO = 0.4777 hartree
Max |F| = 0.7 eV/A
2S+1 = 1
Relative energy (zero: lowest compared OMol25 entry of this formula, charge and spin) = 8.3 kJ/mol
Net charge = +1

=====

3.
Below is the ion C5H14N2OP with charge +1, with properties calculated with ωB97M-V/def2-TZVPD.

Geometry as XYZ:
```
23
Properties=species:S:1:pos:R:3:mulliken_charge:R:1
C 2.68526 0.88862 0.24846 -0.64
O 1.83675 -0.05348 0.76608 -0.40
N 0.79845 -0.39191 -0.11986 0.46
P 0.85817 -2.07503 -0.42934 -0.06
C -1.09590 -1.98149 -0.78308 -0.57
N -1.46597 -0.93425 0.18987 -0.16
C -0.48081 0.21883 0.06104 0.69
C -0.60025 1.19629 1.22882 -1.67
C -0.83271 0.94003 -1.28660 -1.44
H 3.58489 0.55157 0.73713 0.29
H 2.39854 1.98329 0.36985 0.21
H 2.59895 0.81578 -0.79927 0.34
H 0.81212 -2.55308 0.82911 0.05
H -1.49899 -2.99177 -0.61667 0.40
H -1.30390 -1.67194 -1.84959 0.29
H -2.43310 -0.52564 -0.04464 0.41
H -1.39415 -1.26418 1.13153 0.39
H -0.45046 0.68795 2.18637 0.43
H -1.47565 1.88892 1.39225 0.37
H 0.15701 1.87280 1.31625 0.45
H -0.19279 0.58082 -2.00854 0.43
H -0.58289 2.04828 -1.08330 0.40
H -1.92256 0.76959 -1.43588 0.32
```

Output
Gap between HOMO and LUMO = 0.3612 hartree
Max |F| = 4.1 eV/A
2S+1 = 1
Relative energy (zero: lowest compared OMol25 entry of this formula, charge and spin) = 383.5 kJ/mol
Net charge = +1

=====

4.
Below is a cluster of 2 separate species, C3H11N2O in total, with properties calculated with ωB97M-V/def2-TZVPD.

Geometry as XYZ:
```
17
Properties=species:S:1:pos:R:3:mulliken_charge:R:1
C 2.59293 -1.87980 -0.12702 -1.21
C 2.30061 -0.43194 0.05848 -0.27
N -0.72043 1.62155 -0.86179 -0.39
C 0.54270 1.24646 -0.44892 -0.29
N 1.09450 0.02517 -0.69671 -0.32
H 1.95285 -2.56484 0.43645 0.34
H 3.54435 -2.05679 0.38886 0.36
H 2.66333 -2.20756 -1.16349 0.34
H 2.99603 0.29626 -0.34771 0.30
H 2.07793 -0.20345 1.10898 0.28
H -0.96005 2.56576 -1.09389 0.18
H -1.52730 1.01945 -0.78526 0.14
H 1.07008 1.91562 0.22952 0.33
H 0.42505 -0.70176 -0.92744 0.21
H -5.88566 1.25872 1.49460 0.33
H -6.33842 -0.19984 1.05088 0.32
O -5.82851 0.29701 1.68447 -0.65
```

Output
Gap between HOMO and LUMO (alpha / beta) = 0.2126 / 0.3559 hartree
Max |F| = 3.2 eV/A
2S+1 = 2
Expectation value of S² = 0.753
Relative energy (zero: lowest compared OMol25 entry of this formula, charge and spin) = 23.0 kJ/mol

=====

5.
Below is a structure of composition C19H14N3O3S5SbTc, with properties calculated with ωB97M-V/def2-TZVPD.

Geometry as XYZ:
```
46
Properties=species:S:1:pos:R:3:mulliken_charge:R:1
Tc 1.07370 0.34964 0.17865 0.41
O 1.43141 2.05282 0.85537 -0.41
C 1.06315 3.31504 0.67447 0.71
C 1.75325 4.31525 1.36008 -0.71
C 1.38015 5.63587 1.20028 -0.41
C 0.32306 5.98471 0.36384 -0.73
C -0.35590 4.99427 -0.31572 -0.78
C -0.00056 3.64929 -0.17760 0.59
C -0.74220 2.64609 -0.90854 -0.43
N -0.48184 1.39311 -0.88440 0.82
N -1.32088 0.59851 -1.65095 -1.04
C -0.95244 -0.63403 -1.53861 0.55
O 0.06867 -0.98197 -0.79950 -0.50
C -1.68382 -1.71798 -2.22176 0.57
C -2.61660 -1.42181 -3.21029 -0.38
C -3.28680 -2.44834 -3.85375 -0.64
C -3.03270 -3.76910 -3.51026 -0.40
C -2.10567 -4.06467 -2.52062 -0.83
C -1.42865 -3.04181 -1.87685 -0.25
H 2.57694 4.03232 2.00040 0.43
H 1.92114 6.40651 1.73437 0.39
H 0.03848 7.02091 0.24548 0.39
H -1.17786 5.24971 -0.97357 0.38
H -1.57614 2.96829 -1.52499 0.34
H -2.80061 -0.38833 -3.46919 0.43
H -4.00615 -2.21889 -4.62889 0.39
H -3.55594 -4.56932 -4.01764 0.39
H -1.90413 -5.09408 -2.25464 0.40
H -0.69187 -3.25678 -1.11395 0.50
O -0.20574 -0.02549 1.76581 -0.49
N 0.26289 -0.80350 2.74238 0.54
C -0.55287 -0.98431 3.80324 -0.25
C -0.17549 -1.78519 4.84555 -0.74
C 1.06953 -2.41668 4.79430 -0.16
C 1.88148 -2.21190 3.70579 -0.88
C 1.47709 -1.38252 2.65443 0.79
S 2.48149 -1.08540 1.26025 -0.22
H -1.48782 -0.45098 3.73031 0.46
H -0.84667 -1.91419 5.68093 0.42
H 1.39200 -3.05962 5.60120 0.39
H 2.85149 -2.68136 3.62590 0.43
S 4.10561 -2.57318 -1.49478 -0.35
Sb 3.44200 -0.75268 -3.02171 0.57
S 2.18805 -3.38847 -1.69750 -0.01
S 2.51751 0.92537 -1.67950 -0.40
S 1.69021 -2.41513 -3.47784 -0.29
```

Output
Gap between HOMO and LUMO (alpha / beta) = 0.2181 / 0.2286 hartree
Max |F| = 0.5 eV/A
2S+1 = 2
Expectation value of S² = 0.759
Relative energy (zero: lowest compared OMol25 entry of this formula, charge and spin) = 0.0 kJ/mol

=====

6.
Below is a cluster of 4 separate species, C40H73BrN3O7S3 in total, with properties calculated with ωB97M-V/def2-TZVPD.

Geometry as XYZ:
```
127
Properties=species:S:1:pos:R:3:mulliken_charge:R:1
C 0.31895 1.71932 3.41785 -0.71
C 1.36864 2.56284 2.72368 -0.28
C 1.07138 3.38020 1.29817 1.26
N 2.01024 2.93150 0.20017 0.89
C 1.74556 2.23891 -1.11848 -0.37
C 0.25537 1.81335 -1.74188 0.88
C -0.05519 2.97555 -2.90375 0.23
O 0.41167 4.21535 -2.58770 -0.42
Br -0.99124 2.58835 -4.65049 -0.10
C 3.07667 1.90761 -2.01723 -0.40
N 3.26486 1.26571 -3.37411 -0.54
C 2.69088 0.01325 -3.43917 0.48
C 2.87634 -1.13366 -2.23756 -0.58
C 1.73697 -0.48491 -4.71806 -0.81
N 4.12909 2.50601 -1.07222 0.50
C 5.61077 2.49498 -1.48611 -0.90
C 3.51520 3.09040 0.18601 -0.14
C 4.45420 3.83311 1.35322 -0.67
C 4.73852 5.36392 0.74248 -0.49
C 3.51913 6.41968 1.05214 -0.75
C 2.44281 6.59694 -0.18858 -0.08
C 1.18274 7.53024 0.39267 -0.88
C -0.25122 6.73514 0.43043 0.65
C -1.54692 7.66436 -0.04424 -0.72
C -2.34873 7.06760 -1.34377 -0.46
C -3.57599 6.00769 -0.93780 -0.79
C -3.06385 4.42827 -1.13784 0.73
C -2.98090 3.71803 0.33797 -0.66
C -3.07085 2.07715 0.32195 -0.25
C -4.62636 1.50875 0.55421 -0.53
C -5.49921 2.07541 -0.71636 -0.03
C -7.00574 1.44394 -0.85677 -0.57
C -7.27662 0.08949 0.02930 -0.71
H -0.44161 2.16550 4.21903 0.26
H 0.22709 0.54183 3.25429 0.20
H 2.41535 2.60557 3.28719 0.19
H 1.19836 4.54780 1.51188 -0.13
H -0.03799 3.10708 0.99394 -0.82
H 0.27375 0.74094 -2.20972 0.46
H -0.54402 1.94781 -0.89709 -0.69
H 3.98709 -1.22109 -1.86876 0.31
H 2.49521 -2.20302 -2.60411 0.33
H 2.12576 -0.83103 -1.36434 0.02
H 1.56112 -1.65600 -4.65390 0.32
H 0.66293 0.01161 -4.60085 0.12
H 2.17978 -0.19240 -5.76118 0.32
H 5.62977 3.05358 -2.54101 0.33
H 6.18909 3.19325 -0.74509 0.37
H 6.03534 1.40077 -1.54577 0.27
H 5.46235 3.24604 1.54371 0.36
H 3.83817 3.97131 2.35835 0.16
H 4.74770 5.20893 -0.44103 0.30
H 5.80866 5.74985 1.04064 0.33
H 2.98347 6.11789 2.06089 0.31
H 4.01136 7.49703 1.19967 0.33
H 2.08354 5.58838 -0.66241 -0.11
H 2.98262 7.28526 -1.00054 0.40
H 1.50679 7.89911 1.47823 0.27
H 1.04893 8.51205 -0.25508 0.32
H -0.26121 5.74199 -0.19763 -0.46
H -0.46452 6.47946 1.57614 0.19
H -2.32779 7.74519 0.84751 0.25
H -1.24539 8.77474 -0.30862 0.35
H -1.64769 6.62182 -2.18605 0.19
H -2.90968 7.98499 -1.85899 0.36
H -4.45163 6.16692 -1.70429 0.30
H -3.95803 6.17607 0.15561 0.31
H -3.70934 3.85040 -1.93023 0.34
H -1.97644 4.50086 -1.56817 -0.75
H -3.85965 4.10595 1.02732 0.49
H -1.98201 4.10096 0.86168 0.03
H -2.67848 1.57320 -0.65952 0.21
H -2.44448 1.60609 1.21337 0.03
H -4.53720 0.33125 0.56713 0.23
H -4.98744 1.92625 1.59976 0.27
H -5.56770 3.25450 -0.60079 0.03
H -4.87735 1.86317 -1.70306 0.14
H -7.76501 2.32665 -0.63499 0.29
H -7.15509 1.18679 -2.00716 0.24
H -6.48977 -0.72286 -0.33882 0.18
H -8.38241 -0.28494 -0.16523 0.31
H -7.17117 0.31046 1.19094 0.21
C 1.28651 -4.57706 1.34963 -0.73
C 2.09835 -5.81724 1.72038 -0.75
C 3.25546 -5.92143 0.72825 -0.01
S 3.60849 -4.25318 0.19537 1.22
O 3.29666 -4.14418 -1.21425 -0.64
O 4.88514 -3.83817 0.74162 -0.72
C 2.30504 -3.46958 1.12414 -0.33
H 0.57055 -4.31124 2.13281 0.38
H 0.72527 -4.76494 0.42651 0.30
H 2.49339 -5.70397 2.73726 0.29
H 1.48345 -6.72256 1.70627 0.36
H 4.14665 -6.35047 1.19324 -0.08
H 2.97621 -6.50654 -0.15228 0.38
H 1.90311 -2.62385 0.56364 0.07
H 2.72963 -3.12605 2.07217 0.37
C 7.67404 -9.09957 0.30536 -0.55
C 8.49546 -8.12192 1.14445 -0.64
C 7.52757 -7.38553 2.06911 -0.52
S 6.15773 -8.49820 2.34692 1.06
O 4.96903 -7.92237 1.75403 -0.66
O 6.19239 -8.96401 3.71888 -0.70
C 6.74415 -9.80221 1.28329 -0.73
H 8.31064 -9.81246 -0.22676 0.34
H 7.08835 -8.54663 -0.43873 0.29
H 9.22569 -8.67955 1.74341 0.30
H 9.05346 -7.41982 0.51708 0.34
H 7.99461 -7.13844 3.02584 0.35
H 7.13746 -6.47834 1.59956 0.27
H 5.90094 -10.29471 0.79603 0.39
H 7.29239 -10.51823 1.90280 0.36
C -9.46049 -5.35130 -0.80901 -0.59
C -10.10003 -4.87788 0.49539 -0.62
C -8.96906 -4.56814 1.47470 -0.61
S -7.55947 -4.10470 0.47975 1.04
O -6.52628 -5.10439 0.65079 -0.68
O -7.30313 -2.68804 0.64653 -0.57
C -8.34008 -4.36430 -1.10103 -0.66
H -10.18607 -5.38908 -1.62677 0.33
H -9.04829 -6.35848 -0.67442 0.30
H -10.68372 -3.96874 0.30644 0.30
H -10.78381 -5.62728 0.90616 0.31
H -9.22964 -3.74284 2.14216 0.34
H -8.69491 -5.44936 2.06118 0.34
H -7.61133 -4.74208 -1.82018 0.39
H -8.73979 -3.40342 -1.43865 0.34
```

Output
Gap between HOMO and LUMO = 0.2327 hartree
Max |F| = 9.4 eV/A
2S+1 = 1
Net charge = +1